The following is a quantum chemistry calculation of a molecular structure, C26H44BF4FeN2P2S4, from the Open Molecules 2025 dataset.

Geometry as ORCA input:
```
! wB97M-V def2-TZVPD RIJCOSX def2/J DEFGRID3
* xyz 2 6
Fe 0.97 -0.78 -0.86
C 2.41 -0.73 3.72
C 2.46 0.34 2.64
S 2.73 -0.49 1.04
C 4.02 0.46 0.17
C 4.77 -0.54 -0.69
S 3.61 -1.56 -1.65
C 3.83 -3.19 -0.88
C 2.54 -3.98 -1.04
S 1.15 -3.36 -0.06
C 1.43 -4.10 1.59
C 2.21 -3.35 2.66
S 1.19 -2.00 3.33
H 2.11 -0.28 4.67
H 3.38 -1.19 3.87
H 3.30 1.03 2.80
H 1.54 0.91 2.63
H 4.67 0.95 0.90
H 3.57 1.23 -0.46
H 5.38 -1.21 -0.08
H 5.43 -0.02 -1.39
H 4.10 -3.06 0.17
H 4.65 -3.71 -1.39
H 2.68 -5.03 -0.78
H 2.19 -3.95 -2.07
H 1.92 -5.06 1.37
H 0.43 -4.35 1.95
H 3.15 -2.95 2.27
H 2.44 -4.05 3.46
C -1.63 -2.09 1.05
P -1.59 -0.88 -0.31
C -1.85 0.68 0.62
N -2.92 0.72 1.38
C -3.09 1.82 2.16
C -4.25 1.92 2.97
C -4.40 3.01 3.77
C -3.43 4.04 3.80
C -2.31 3.97 3.02
C -2.12 2.85 2.18
N -1.02 2.78 1.40
C -0.90 1.73 0.62
P 0.56 1.73 -0.49
C 1.72 2.82 0.37
C 0.14 2.71 -2.02
C 1.40 2.85 -2.89
C -0.35 4.10 -1.60
C -0.97 2.00 -2.77
C -3.11 -1.31 -1.36
C -4.21 -1.77 -0.40
C -3.61 -0.12 -2.17
C -2.75 -2.46 -2.30
H -2.53 -1.92 1.63
H -0.77 -1.95 1.69
H -1.64 -3.10 0.64
H -4.98 1.12 2.94
H -5.28 3.10 4.39
H -3.58 4.90 4.44
H -1.56 4.75 3.03
H 1.15 3.69 0.67
H 2.52 3.12 -0.30
H 2.14 2.37 1.26
H 2.18 3.43 -2.39
H 1.12 3.40 -3.79
H 1.80 1.89 -3.20
H 0.46 4.72 -1.21
H -1.15 4.07 -0.87
H -0.74 4.60 -2.49
H -0.70 0.99 -3.09
H -1.21 2.56 -3.67
H -1.88 1.97 -2.17
H -4.44 -1.03 0.37
H -3.98 -2.72 0.08
H -5.11 -1.92 -1.00
H -3.80 0.76 -1.55
H -4.57 -0.41 -2.61
H -2.94 0.13 -2.99
H -2.37 -3.33 -1.77
H -2.04 -2.16 -3.06
H -3.67 -2.76 -2.81
F -0.20 -1.11 -4.35
B 0.79 -1.50 -3.53
F 1.81 -2.20 -4.05
F 0.25 -2.19 -2.35
F 1.33 -0.29 -2.80
*
```

E_HOMO (alpha / beta) in eV: -14.23 / -14.29
HOMO-LUMO gap (alpha / beta) in eV: 8.151 / 6.376
Maximum force in eV Å⁻¹: 0.45

The following is a quantum chemistry calculation of 3 unconnected molecules or ions with the total composition C37H79BBrN3O6P, from the Open Molecules 2025 dataset.

Geometry as ORCA input:
```
! wB97M-V def2-TZVPD RIJCOSX def2/J DEFGRID3
* xyz 1 1
C 5.76 -3.52 1.51
C 6.35 -2.37 0.73
O 5.46 -1.93 -0.29
C 5.90 -2.14 -1.62
C 6.27 -0.85 -2.37
C 5.40 0.36 -2.02
C 4.13 0.48 -2.87
C 3.07 -0.57 -2.48
C 1.65 -0.01 -2.30
O 0.69 -0.84 -2.92
C 0.38 -1.90 -2.06
O -0.97 -2.09 -1.93
C -1.76 -2.18 -3.13
C -3.21 -1.85 -2.73
N -4.09 -3.03 -2.79
C -4.70 -3.38 -1.50
C -3.82 -4.26 -0.58
C -2.74 -5.04 -1.31
O -3.27 -3.53 0.52
B 1.03 -3.28 -2.58
O 0.97 -3.45 -3.94
C 1.67 -4.38 -1.66
C 2.34 -5.50 -2.47
N 0.89 -1.39 -0.60
P -0.38 -1.90 0.70
C -0.56 -0.59 1.98
C -1.91 0.11 1.76
C 0.36 -3.36 1.55
C 1.89 -3.61 1.54
C 1.14 0.09 -0.83
C 2.28 0.82 -0.08
C 1.96 1.63 1.19
C 2.75 1.28 2.45
Br 3.01 -0.61 2.79
N -0.15 0.73 -0.80
C -0.27 1.89 -1.15
O -0.39 2.97 -1.50
H 5.58 -4.40 0.89
H 6.44 -3.81 2.31
H 4.83 -3.22 1.98
H 6.49 -1.53 1.42
H 7.34 -2.61 0.34
H 6.73 -2.84 -1.67
H 5.07 -2.62 -2.16
H 6.12 -1.07 -3.42
H 7.32 -0.62 -2.18
H 5.99 1.26 -2.19
H 5.10 0.36 -0.97
H 3.73 1.49 -2.73
H 4.38 0.39 -3.92
H 3.41 -1.14 -1.62
H 2.98 -1.29 -3.30
H 1.63 0.94 -2.82
H -1.42 -1.49 -3.89
H -1.76 -3.19 -3.52
H -3.58 -1.04 -3.35
H -3.16 -1.46 -1.71
H -4.86 -2.78 -3.39
H -5.60 -3.95 -1.72
H -5.02 -2.49 -0.95
H -4.50 -4.99 -0.13
H -1.83 -4.45 -1.41
H -3.10 -5.34 -2.29
H -2.50 -5.93 -0.74
H -3.35 -2.60 0.33
H 1.57 -2.90 -4.44
H 0.96 -4.80 -0.95
H 2.46 -3.88 -1.09
H 2.86 -6.20 -1.81
H 3.05 -5.09 -3.18
H 1.59 -6.06 -3.02
H 1.82 -1.78 -0.42
H 0.26 0.11 2.08
H -0.59 -1.13 2.92
H -1.90 1.16 2.04
H -2.22 0.04 0.72
H -2.69 -0.38 2.34
H -0.16 -4.25 1.22
H 0.06 -3.21 2.58
H 2.48 -2.78 1.15
H 2.23 -3.76 2.57
H 2.12 -4.53 1.02
H 3.12 0.15 0.11
H 2.64 1.53 -0.82
H 2.23 2.67 0.99
H 0.89 1.66 1.35
H 3.74 1.70 2.38
H 2.26 1.70 3.32
C 4.25 7.39 4.35
C 3.24 7.95 3.35
C 1.80 7.58 3.67
C 1.49 6.08 3.66
C 1.81 5.38 2.34
C 1.00 5.90 1.16
H 4.25 6.29 4.36
H 5.26 7.71 4.10
H 4.03 7.73 5.36
H 3.50 7.61 2.34
H 3.33 9.04 3.34
H 1.14 8.09 2.97
H 1.54 7.98 4.66
H 0.43 5.94 3.89
H 2.05 5.59 4.47
H 1.60 4.31 2.47
H 2.88 5.46 2.12
H -0.07 5.80 1.35
H 1.23 5.33 0.25
H 1.21 6.94 0.96
C -10.08 1.75 0.33
C -8.87 2.05 -0.55
C -8.08 0.81 -0.95
C -7.46 0.05 0.23
C -6.52 0.87 1.11
C -5.30 1.40 0.36
H -9.78 1.31 1.29
H -10.63 2.66 0.55
H -10.76 1.05 -0.16
H -8.22 2.77 -0.06
H -9.22 2.54 -1.47
H -7.29 1.10 -1.65
H -8.73 0.12 -1.49
H -6.91 -0.81 -0.17
H -8.25 -0.37 0.85
H -6.18 0.24 1.93
H -7.06 1.70 1.56
H -4.73 0.58 -0.08
H -4.64 1.95 1.03
H -5.58 2.09 -0.44
*
```

E_HOMO in eV: -11.16
HOMO-LUMO gap in eV: 9.367
ΔE to the lowest compared entry with this formula, charge and spin in eV: 0.310
Maximum force in eV Å⁻¹: 2.18